Entry 1:
The following is a DFT calculation (the ωB97M-V functional and the def2-TZVPD basis) of a 8-piece molecular cluster, C7H24O7 overall in a non-equilibrium geometry.

Summary:
Kohn-Sham gap in Eh: 0.32945
Energy above the lowest of the compared OMol25 structures with the same formula, charge and spin in kcal per mole: 57.7
SMILES: C=CC(=C)/C=C/C.O.O.O.O.O.O.O
Lowest unoccupied orbital energy in eV: 0.02

Geometry as ORCA input:
```
! RIJCOSX wB97M-V def2-TZVPD def2/J DEFGRID3
* xyz 0 1
H -2.0167 0.1829 -3.5324
C -3.1956 -2.5909 2.4782
H -2.1282 2.7666 -2.1508
H -2.1820 1.6407 1.1899
H 1.4965 2.0515 0.0945
H 3.3917 1.5736 -2.2787
H 2.9988 -3.4458 -1.4359
H -1.1572 0.4934 2.2199
H -1.5903 3.6569 0.5024
O 1.9290 0.2727 -3.8361
H -0.7078 -2.7163 0.8251
H -1.0116 5.0461 0.6384
C -2.3013 -1.7719 1.9093
H -3.6949 -0.4690 0.8596
H 4.0921 2.7955 -1.8449
H 2.2655 -2.1584 -1.9948
O -1.8527 1.9752 -1.6771
C 1.4870 -2.4325 2.5250
O -1.1856 0.3890 -3.9461
C 0.0849 -1.9169 2.6276
H -0.2824 -1.3536 3.4794
C -2.7128 -0.4491 1.3302
H -0.9423 1.8183 -1.9283
O 2.0180 2.5812 0.7136
H -2.9641 -3.4974 3.0275
H 2.8343 0.2282 -3.5045
C -2.0856 0.6671 1.6950
C -0.8844 -2.1704 1.7679
H 2.0636 -0.1618 -4.7033
H -4.2381 -2.3130 2.5303
H 2.0765 -1.8966 3.2514
H -0.4168 0.1675 -3.4009
H 1.3293 2.9850 1.2662
H 1.4528 -3.5193 2.6739
O 2.9420 -2.4796 -1.4009
H 1.7471 -2.1220 1.5240
O 4.2241 2.0295 -2.4351
O -0.8828 4.1436 0.9404
*
```

Entry 2:
The following is a DFT calculation (the ωB97M-V functional and the def2-TZVPD basis) of C7H25CaN11O9 as an isolated structure in a non-equilibrium geometry.

Summary:
Kohn-Sham gap (alpha / beta) in Eh: 0.06891 / 0.27138
Lowest unoccupied orbital energy (alpha / beta) in eV: 2.33 / 2.32

Geometry as ORCA input:
```
! RIJCOSX wB97M-V def2-TZVPD def2/J DEFGRID3
* xyz -1 2
N -3.0207 9.9655 16.3330
C -6.1949 13.5061 18.3533
H -7.1241 13.6325 18.9089
N -7.3256 10.6303 16.4060
H -5.4952 18.6589 15.0555
N -3.3380 12.8506 12.0745
H -6.4091 15.9625 16.6833
H -4.7810 17.7563 13.6303
H -10.1652 15.3146 13.4912
H -2.6658 9.0256 16.2300
N -5.1193 17.8527 14.5771
O -6.6613 11.4259 14.4776
C -5.2790 12.3529 18.8075
H -4.9517 12.4402 19.8435
H -9.8100 14.8410 15.4303
N -8.9437 14.3934 15.1671
Ca -5.3265 13.4384 14.8592
C -7.1165 10.5528 15.1077
H -3.0051 10.8330 13.4191
N -9.3472 14.8425 13.1332
O -6.5746 13.6053 17.0048
O -3.4072 14.4085 15.8365
N -2.5781 16.0728 17.0082
H -2.3470 16.3092 17.9626
H -2.9858 16.7977 16.4352
H -5.6063 11.3138 18.7694
O -5.3388 15.6820 14.3684
C -2.7476 14.8367 16.8014
H -9.0258 14.8870 12.1767
H -3.2681 10.2646 17.2655
H -2.1898 9.5572 14.2698
O -4.3527 13.1024 12.6868
C -8.4723 14.3883 13.9818
H -2.1864 13.0717 17.4817
O -3.9541 11.7871 15.4773
C -5.4875 16.7189 15.0593
H -8.1298 14.2885 15.7559
N -6.2164 16.7934 16.1424
N -2.7761 10.3794 14.2920
H -7.5489 9.1266 13.7075
N -7.3612 9.3531 14.6737
O -7.3144 13.9735 13.6841
H -4.3586 12.3517 18.2237
N -2.1597 14.0727 17.6136
H -7.8042 8.7777 15.3757
O -2.5913 13.7238 11.7780
H -1.5213 14.4808 18.2814
H -5.6785 14.4345 18.5974
O -3.0210 11.6895 11.8684
H -7.1190 11.5469 16.7765
H -6.4919 17.7041 16.4812
H -7.7508 9.9252 16.9910
C -3.3414 10.7594 15.4106
*
```

Entry 3:
The following is a DFT calculation (the ωB97M-V functional and the def2-TZVPD basis) of a 7-piece molecular cluster, C7H26IN10O7 overall in a non-equilibrium geometry.

Summary:
Kohn-Sham gap in Eh: 0.34032
Lowest unoccupied orbital energy in eV: 2.18

Geometry as ORCA input:
```
! RIJCOSX wB97M-V def2-TZVPD def2/J DEFGRID3
* xyz -1 1
N 1.0088 -2.2911 3.6318
H 1.2727 2.8223 0.4298
I 0.2931 0.0274 0.5924
H 0.8295 -1.6568 2.8741
O 1.3153 3.7226 0.0932
O 0.3333 -2.6726 5.7863
N -0.1449 -4.0818 0.5281
C 2.5720 -2.3988 -2.7299
H -1.9592 -3.0504 -1.9350
H 1.6741 -0.6259 -3.2320
H -1.6060 -0.8083 -3.7040
H -0.9204 3.0527 1.3346
C -2.9591 2.8021 1.9054
N -1.7723 3.4040 1.7309
N 1.9301 -1.2421 -2.4826
H -4.0444 0.3108 -0.7697
H 2.0259 -2.8938 -0.8405
C -0.8933 -4.2347 -0.6113
N -0.0047 -0.6495 4.7543
O -3.9534 -0.9213 -2.9971
O -4.0183 3.3762 2.1807
H 2.6996 2.8065 -1.0082
H 1.4730 -3.1590 3.4533
N -1.7610 -0.3266 -2.8329
H 3.4831 4.0208 -3.0245
O -1.1721 -5.3402 -1.0640
H 3.3083 4.0240 0.1685
H 0.2861 -4.8848 0.9436
H 1.5243 4.9722 -2.1961
H 0.0789 -0.0771 3.9328
N -3.1199 0.1979 -1.1467
C 2.5829 3.8209 -0.6206
N 2.5001 -3.2375 -1.6509
H -3.7391 0.8550 1.5924
H 1.6744 -1.0220 -1.5337
N -1.3454 -3.0772 -1.1426
O 3.5585 4.8510 -2.5480
H -1.0381 0.1279 -2.3064
H -2.0520 1.0274 1.6190
H 2.3836 5.8771 -1.0846
H -2.2968 0.3474 -0.5913
H -1.1375 -2.2267 -0.6446
H -1.8936 4.3985 1.8487
H -0.3153 -0.2013 5.5993
O 3.0436 -2.6948 -3.8308
H 3.0813 -4.0565 -1.6451
C 0.4775 -1.8971 4.8376
N -2.9587 1.4537 1.7716
H 0.2598 -3.1633 0.6226
C -3.0398 -0.3574 -2.4037
C 2.4754 4.9503 -1.6543
*
```